No. 1
Computed, not measured: a molecular structure, C12H38F3O12V at a distorted geometry, with wB97M-V/def2-TZVPD.

- HOMO level (eV) = -8.7
- energy relative to the best compared isomer or geometry (same formula, charge and spin) (kcal per mole) = 0.0
- max |F| (eV Å⁻¹) = 2.7
- net charge = 0
- LUMO level (eV) = -0.153

```
66
Properties=species:S:1:pos:R:3:mulliken_charge:R:1
O 1.0956 0.1055 -0.4871 0.200
V -0.3344 0.8074 -0.4500 0.500
O -1.2589 -0.1937 0.3901 -0.369
C 0.3799 2.2392 2.2280 0.291
O 0.1786 0.8502 2.2604 -0.166
O 0.2605 2.5472 0.9022 -0.847
C -0.6245 2.9420 3.1421 0.723
F -0.6887 4.2561 2.9057 -0.291
F -1.8747 2.4634 2.9665 -0.231
F -0.3172 2.7859 4.4361 -0.276
C 0.5345 0.0837 3.3922 -0.446
C 0.0596 -1.3298 3.1634 -0.858
H 0.5037 -1.7996 2.2819 0.059
H 0.1085 -2.0342 3.9935 0.450
H -1.0059 -1.3159 2.8990 0.083
H 0.1128 0.4619 4.3269 0.380
H 1.6212 0.0806 3.5384 0.251
H 1.3999 2.5356 2.5237 0.223
C -4.3423 -1.4101 1.3108 -0.286
O -5.3142 -0.3566 1.4483 -0.542
H -4.6983 -2.2682 1.8932 0.378
H -4.3280 -1.7386 0.2624 0.261
H -3.3572 -1.0536 1.5879 -0.092
H -6.1485 -0.7266 1.1479 0.296
C 2.1983 -1.9647 -2.2964 -0.557
O 0.9553 -2.3315 -2.9291 -0.639
H 2.1257 -2.2545 -1.2525 0.247
H 3.0179 -2.5258 -2.7615 0.371
H 2.4229 -0.9264 -2.5099 0.154
H 0.7168 -3.2139 -2.6272 0.305
C -1.3521 -3.3782 0.0945 -0.030
O -1.1657 -4.7319 -0.2706 -0.551
H -0.4749 -2.7509 -0.0737 -0.189
H -2.2049 -2.9472 -0.4351 0.106
H -1.5423 -3.2076 1.1595 0.271
H -1.6123 -5.2813 0.3764 0.318
C 0.9082 1.8383 -3.5790 -0.684
O 0.4990 2.1512 -2.2475 -0.101
H 0.6151 0.8216 -3.8346 0.165
H 0.4281 2.4949 -4.3105 0.341
H 1.9940 1.9320 -3.6729 0.220
H 0.4715 3.1140 -2.1945 0.202
C -3.2574 2.1636 -0.2214 -0.560
O -2.1461 1.9637 -1.0784 -0.248
H -2.9706 2.0369 0.8202 0.045
H -3.6974 3.1590 -0.2993 0.278
H -4.0308 1.4100 -0.3992 0.302
H -2.3039 2.2123 -1.9908 0.231
C -2.0858 -0.7266 -3.1300 -0.938
O -0.9798 -0.5162 -2.2585 0.234
H -2.9466 -0.1523 -2.7976 0.249
H -1.8367 -0.4942 -4.1659 0.287
H -2.3589 -1.7827 -3.0609 0.256
H -0.2398 -1.0822 -2.5900 0.251
C 4.2639 1.8315 -1.1737 -0.406
O 5.2092 1.0402 -1.8843 -0.536
H 4.4062 1.7245 -0.1028 0.230
H 4.4717 2.8900 -1.3949 0.419
H 3.2100 1.6743 -1.4198 -0.010
H 5.0114 1.1256 -2.8208 0.297
C 3.5704 -0.4342 1.5468 0.047
O 4.5622 -0.9096 2.4404 -0.634
H 3.3761 0.6223 1.7477 0.047
H 3.9031 -0.5775 0.5228 0.278
H 2.6372 -0.9906 1.6620 -0.068
H 4.2698 -0.9582 3.3494 0.308
```

No. 2
Computed, not measured: 7 unconnected molecules or ions with the total composition C12H38O12 at a distorted geometry, with wB97M-V/def2-TZVPD.

- HOMO level (eV) = -9.7
- energy relative to the best compared isomer or geometry (same formula, charge and spin) (kcal per mole) = 2.0
- SMILES = OCCO.OCCO.OCCO.OCCO.OCCO.CO.CO
- max |F| (eV Å⁻¹) = 3.4
- net charge = 0
- LUMO level (eV) = 0.485

```
62
Properties=species:S:1:pos:R:3:nbo_charge:R:1
O -1.3119 0.7640 5.0306 -0.721
C -0.5149 1.4107 4.0174 -0.091
C -0.4576 0.5994 2.6391 -0.101
O 0.5607 -0.3840 2.7764 -0.784
H -0.7434 0.1155 5.4673 0.476
H -1.0330 2.3262 3.7582 0.174
H 0.5370 1.7475 4.2550 0.178
H -0.1819 1.3033 1.8459 0.163
H -1.4373 0.2040 2.3506 0.177
H 0.1387 -1.2500 2.6736 0.517
O -1.1341 -2.6736 -0.5632 -0.757
C -0.8385 -3.0547 -1.9030 -0.088
C -0.4308 -1.8660 -2.7171 -0.090
O -1.4738 -0.8887 -2.4310 -0.820
H -1.7672 -1.9538 -0.7527 0.498
H -0.1549 -3.9054 -1.9264 0.193
H -1.8325 -3.2804 -2.2890 0.173
H -0.3791 -2.0127 -3.7654 0.187
H 0.5093 -1.4367 -2.4178 0.164
H -1.2168 -0.0197 -2.8689 0.507
O -2.4581 1.8947 -1.5839 -0.741
C -2.6358 1.9416 -2.9563 -0.103
C -1.4084 2.3298 -3.7488 -0.102
O -0.4684 1.2430 -3.7965 -0.768
H -2.3352 0.9904 -1.3022 0.495
H -2.9867 0.9183 -3.2414 0.180
H -3.4052 2.6958 -3.2070 0.181
H -0.9827 3.2505 -3.1556 0.181
H -1.6688 2.6360 -4.7529 0.194
H 0.0231 1.2367 -2.9177 0.511
O 0.5013 1.3807 -1.2101 -0.784
C 1.0688 2.6784 -1.1794 -0.111
C 0.4057 3.5997 -0.1442 -0.075
O -0.8209 4.0283 -0.5497 -0.740
H 1.0725 0.7808 -0.7185 0.509
H 2.1155 2.4401 -0.9900 0.197
H 0.8618 3.2129 -2.1537 0.176
H 1.0325 4.4694 0.1078 0.184
H 0.3063 3.0455 0.8043 0.140
H -1.4244 3.2821 -0.7367 0.500
O -0.6345 -2.7811 2.1189 -0.795
C -0.8893 -3.9589 2.9554 -0.088
C -2.0216 -3.7042 3.9445 -0.079
O -1.8120 -2.5736 4.7341 -0.724
H -0.7334 -3.0006 1.2032 0.516
H -1.0833 -4.8410 2.3091 0.175
H 0.0676 -4.1548 3.4245 0.176
H -2.0333 -4.5517 4.5691 0.183
H -2.9061 -3.5538 3.3114 0.163
H -2.0472 -1.7428 4.2757 0.485
C 4.4948 1.2381 -2.3374 -0.248
O 4.4984 1.5546 -0.9357 -0.766
H 4.3314 2.0751 -2.9580 0.174
H 5.5024 0.7709 -2.5763 0.171
H 3.7725 0.4154 -2.6509 0.158
H 3.8130 1.1200 -0.3781 0.503
C 2.4397 -1.3249 0.3559 -0.257
O 2.3826 0.1067 0.4974 -0.794
H 1.6224 -1.7526 0.8929 0.193
H 2.4880 -1.6149 -0.6817 0.175
H 3.2883 -1.7446 0.8463 0.175
H 1.8285 0.2191 1.3326 0.521
```

No. 3
Computed, not measured: a molecular structure, C12H3N7O6Rh at a distorted geometry, with wB97M-V/def2-TZVPD.

- HOMO level (eV) = -6.2
- energy relative to the best compared isomer or geometry (same formula, charge and spin) (kcal per mole) = 0.0
- max |F| (eV Å⁻¹) = 1.2
- net charge = -1
- LUMO level (eV) = 1.255

```
29
Properties=species:S:1:pos:R:3:nbo_charge:R:1
Rh 0.6213 0.2408 -0.5262 1.246
O -3.7862 -1.8948 2.9086 -0.645
C -2.8130 -1.3956 2.1144 0.355
C -3.0976 -0.7045 0.9373 -0.293
C -2.0461 -0.2226 0.1954 0.136
N -0.7960 -0.4189 0.5946 -0.332
C -0.4988 -1.0924 1.6994 0.135
C -1.4912 -1.5972 2.5046 -0.260
C 0.9882 -1.2688 1.9003 0.744
O 1.4062 -1.7776 2.9205 -0.615
O 1.6718 -0.8495 0.8895 -0.669
C -2.1682 0.5288 -1.1077 0.745
O -3.2632 0.7340 -1.5910 -0.619
O -1.0205 0.8803 -1.5903 -0.686
H -4.6475 -1.7018 2.5235 0.484
H -4.1038 -0.5308 0.5766 0.246
H -1.2300 -2.1347 3.4046 0.260
O 0.5046 -1.5515 -1.7083 -0.495
N 0.3377 -1.6956 -2.9663 0.111
C 0.7659 -0.7729 -3.8039 -0.198
C 0.5948 -0.9510 -5.2087 0.278
N 0.4820 -1.0706 -6.3464 -0.316
C 1.4105 0.3436 -3.1903 0.418
N 1.7297 0.9028 -2.2394 -0.390
N 5.6522 2.7220 1.5246 -0.468
C 4.5423 2.8194 1.2085 0.449
N 3.3145 3.0440 0.8115 -0.665
C 2.2920 2.3361 0.6599 0.650
N 1.2317 1.8467 0.5165 -0.606
```

No. 4
Computed, not measured: 7 unconnected molecules or ions with the total composition C12H40NO10 at a distorted geometry, with wB97M-V/def2-TZVPD.

- HOMO level (eV) = -12.6
- energy relative to the best compared isomer or geometry (same formula, charge and spin) (kcal per mole) = 15.9
- max |F| (eV Å⁻¹) = 1.1
- net charge = +1
- LUMO level (eV) = -2.290

```
63
Properties=species:S:1:pos:R:3:nbo_charge:R:1
N 0.4141 -0.5655 0.3603 -0.916
H 0.6813 0.1168 1.0799 0.461
H -0.0605 -1.3615 0.8260 0.461
H 1.2349 -0.9261 -0.1279 0.439
H -0.2077 -0.1963 -0.3877 0.469
C -4.3717 0.8633 1.4760 -0.642
C -3.0097 1.4762 1.2018 -0.068
O -1.9587 0.6171 1.6853 -0.751
H -4.4695 -0.1298 1.0417 0.213
H -5.1628 1.4732 1.0288 0.226
H -4.5756 0.8176 2.5477 0.208
H -2.9113 2.4803 1.6250 0.173
H -2.8788 1.6092 0.1270 0.175
H -2.1083 0.5193 2.6315 0.467
C -0.2560 3.1828 -0.3421 -0.625
C 0.8869 3.9769 -0.9330 -0.057
O 0.4438 5.3112 -1.1595 -0.713
H -1.0349 3.0189 -1.0876 0.213
H -0.7133 3.6554 0.5268 0.217
H 0.1117 2.2043 -0.0242 0.201
H 1.1885 3.4687 -1.8595 0.142
H 1.7493 4.0081 -0.2593 0.152
H 1.2350 5.8441 -1.2930 0.471
C -0.0806 -4.3683 0.7597 -0.103
C -0.5225 -3.9804 2.1440 -0.091
O -0.5493 -2.5241 2.2925 -0.763
O -1.0475 -4.0151 -0.2350 -0.742
H 0.0701 -5.4526 0.7749 0.187
H 0.8936 -3.9410 0.5200 0.191
H 0.2315 -4.3309 2.8546 0.184
H -1.5228 -4.3730 2.3361 0.187
H -0.6247 -2.3866 3.2414 0.484
H -1.4795 -4.8339 -0.4989 0.486
C -3.3520 -1.1661 -1.5465 -0.098
C -2.6534 -0.0138 -2.2198 -0.092
O -1.2425 0.0654 -1.9185 -0.770
O -3.1065 -2.4034 -2.1754 -0.715
H -4.4254 -0.9735 -1.5723 0.194
H -3.0598 -1.2023 -0.4867 0.173
H -3.0920 0.9207 -1.8471 0.174
H -2.8126 -0.0417 -3.2987 0.194
H -0.7319 -0.0008 -2.7288 0.490
H -2.2361 -2.7152 -1.8998 0.478
C 2.1725 -1.8244 -2.1455 -0.107
C 2.9368 -0.5276 -2.3044 -0.106
O 2.2502 0.5272 -1.6215 -0.758
O 2.3670 -2.4211 -0.8431 -0.763
H 2.4574 -2.5515 -2.9075 0.202
H 1.0990 -1.6672 -2.2855 0.179
H 3.0230 -0.3435 -3.3804 0.187
H 3.9405 -0.6303 -1.8812 0.195
H 2.5631 1.3718 -1.9602 0.491
H 2.9901 -3.1460 -0.9381 0.496
C 2.8219 2.1605 2.2532 -0.093
C 3.7978 2.0193 1.1114 -0.086
O 4.2244 0.6695 0.9345 -0.709
O 1.8080 1.1688 2.1551 -0.763
H 2.4157 3.1782 2.2695 0.178
H 3.3695 2.0483 3.1942 0.182
H 4.7070 2.5967 1.2654 0.205
H 3.3761 2.3721 0.1601 0.151
H 3.4403 0.1449 0.7402 0.466
H 1.3565 1.1266 3.0038 0.490
```

Taking the records one at a time from the top gives total energy values of -71467.4733 -37626.8830 -38216.3166 -35050.6913 eV.